(1)
The following is a DFT calculation (wB97M-V/def2-TZVPD) of a cluster of 2 separate species, C2HNO2S in total at a distorted geometry.

```
7
Properties=species:S:1:pos:R:3:forces:R:3:lowdin_charge:R:1
C 0.5033 -0.2901 2.4036 -0.273 -0.070 -0.855 0.04
C -3.1971 -0.1021 1.5008 -0.606 0.439 0.975 -0.89
N 0.3498 -0.3871 1.2432 0.553 0.323 0.847 -0.20
O -3.5137 -0.5084 2.5288 0.206 -0.582 0.064 0.11
O 0.2644 -0.6068 -0.0550 0.063 0.036 -0.716 0.00
S -2.8909 0.6402 0.1824 0.354 0.170 -1.027 0.79
H 0.7889 0.0738 -0.5349 -0.298 -0.316 0.712 0.15
```
Positions in Å, forces in eV/Å.

Computed properties:
* 2S+1: 1
* Kohn-Sham gap: 0.3981 Ha
* E_tot: -680.125105 a.u.
* energy relative to the best compared isomer or geometry (same formula, charge and spin): 84.7 kcal per mole

=====

(2)
The following is a DFT calculation (wB97M-V/def2-TZVPD) of the molecule C2HNO3 at a distorted geometry.

```
7
Properties=species:S:1:pos:R:3:forces:R:3:lowdin_charge:R:1
C 0.4691 -0.3192 0.0000 0.233 -1.143 -0.001 -0.58
O -0.2898 0.8182 0.0003 0.956 0.947 0.000 0.16
O 1.7352 0.0549 0.0002 0.202 0.693 0.000 0.18
C -1.5751 0.7731 0.0001 0.344 -0.494 0.001 -0.30
O 0.0451 -1.4270 -0.0004 -0.281 0.014 0.000 0.19
N -2.7147 0.8103 0.0001 -1.028 0.054 -0.001 0.20
H 2.3300 -0.7103 -0.0004 -0.425 -0.072 0.000 0.15
```
Positions in Å, forces in eV/Å.

Computed properties:
* 2S+1: 1
* Kohn-Sham gap: 0.4419 Ha
* E_tot: -357.270956 a.u.
* energy relative to the best compared isomer or geometry (same formula, charge and spin): 13.6 kcal per mole
* SMILES: N#COC(=O)O

=====

(3)
The following is a DFT calculation (wB97M-V/def2-TZVPD) of the molecule C2HNO3 at a distorted geometry.

```
7
Properties=species:S:1:pos:R:3:forces:R:3:lowdin_charge:R:1
O 2.3357 -0.3930 0.0928 -1.610 -0.585 -0.121 0.17
C 1.1510 -0.2791 0.0409 -0.522 2.385 0.139 -0.47
O 0.0984 -1.0666 -0.0654 -1.897 1.511 0.009 0.08
C -1.2016 -0.0512 -0.0615 2.620 -1.615 0.023 0.04
N -0.7478 1.1068 0.0393 -0.715 -0.197 -0.043 0.03
O 0.5850 1.1486 0.1097 0.950 -1.611 -0.068 0.01
H -2.2257 -0.4614 -0.1388 1.175 0.111 0.061 0.14
```
Positions in Å, forces in eV/Å.

Computed properties:
* 2S+1: 1
* Kohn-Sham gap: 0.4307 Ha
* E_tot: -357.207367 a.u.
* energy relative to the best compared isomer or geometry (same formula, charge and spin): 53.5 kcal per mole
* SMILES: O=c1ocno1

=====

(4)
The following is a DFT calculation (wB97M-V/def2-TZVPD) of a cluster of 2 separate species, C2HNOS in total at a distorted geometry.

```
6
Properties=species:S:1:pos:R:3:forces:R:3:lowdin_charge:R:1
C 3.1754 -1.8949 -0.4395 -0.262 -0.590 -0.026 -0.60
C 0.6993 1.8308 0.2580 1.543 0.226 -0.571 -0.42
N 0.9969 0.7798 -0.2119 -0.277 0.740 -0.854 0.19
O 0.7326 2.9619 0.4923 -1.058 1.234 0.829 0.16
S 3.8253 -0.5360 -0.3405 0.461 0.504 0.011 0.66
H 0.9762 -0.1632 -0.0435 -0.407 -2.113 0.612 0.01
```
Positions in Å, forces in eV/Å.

Computed properties:
* 2S+1: 1
* Kohn-Sham gap: 0.3998 Ha
* E_tot: -604.909721 a.u.
* energy relative to the best compared isomer or geometry (same formula, charge and spin): 48.5 kcal per mole

=====

(5)
The following is a DFT calculation (wB97M-V/def2-TZVPD) of a cluster of 2 separate species, C2HNOS in total at a distorted geometry.

```
6
Properties=species:S:1:pos:R:3:forces:R:3:lowdin_charge:R:1
C -1.0876 0.4569 -0.8337 0.899 0.290 -2.043 -0.58
C 0.9445 -0.6058 -0.0585 1.460 -0.713 0.076 -0.57
N 0.9046 0.2745 0.7302 -1.110 3.601 2.595 0.15
O 1.3255 -1.5318 -0.6155 -0.205 -1.822 -1.713 0.17
S -2.3330 0.3391 -0.0280 -2.146 -0.179 1.245 0.77
H 0.2460 1.0670 0.8055 1.101 -1.177 -0.160 0.06
```
Positions in Å, forces in eV/Å.

Computed properties:
* 2S+1: 1
* Kohn-Sham gap: 0.3748 Ha
* E_tot: -604.897085 a.u.
* energy relative to the best compared isomer or geometry (same formula, charge and spin): 56.4 kcal per mole

=====

(6)
The following is a DFT calculation (wB97M-V/def2-TZVPD) of a structure of composition C2HNOS2 at a distorted geometry.

```
7
Properties=species:S:1:pos:R:3:forces:R:3:lowdin_charge:R:1
C -0.7208 0.8085 0.2946 1.422 -2.079 -1.914 -0.62
C 0.6915 0.1514 0.1949 -2.072 -1.853 0.400 -0.81
N -1.0335 -0.3619 -0.2899 0.743 0.695 0.575 0.11
O -1.0907 1.7780 0.8057 -1.137 1.722 0.894 0.17
S 1.5023 -1.1867 1.1095 -0.670 0.315 1.430 0.51
S 1.7866 -0.6603 -0.8038 1.464 0.517 -2.454 0.52
H -1.1354 -0.5290 -1.3111 0.250 0.683 1.070 0.12
```
Positions in Å, forces in eV/Å.

Computed properties:
* 2S+1: 1
* Kohn-Sham gap: 0.3155 Ha
* E_tot: -1003.048949 a.u.
* energy relative to the best compared isomer or geometry (same formula, charge and spin): 60.5 kcal per mole